DFT (ωB97M-V/def2-TZVPD) results for 2 unconnected molecules or ions with the total composition C5H16N2O in a non-equilibrium geometry.

## Properties
SMILES: CCC[C@@H](N)CN.O
Energy relative to the best compared isomer or geometry (same formula, charge and spin), kcal/mol: 51.85

Positions of all 24 atoms, in Å:
C -1.08190 2.49347 -1.40381
C -0.92189 1.75352 0.00219
C -1.07350 0.21857 0.12364
C 0.08867 -0.70877 -0.56723
N 1.41288 -0.06810 -0.56932
C 0.28147 -2.12209 0.14007
N -1.01261 -2.34910 0.78550
H -0.67998 1.76003 -2.20738
H -2.12479 2.94064 -1.41302
H -0.47672 3.44919 -1.53563
H 0.05106 1.97776 0.39686
H -1.72525 2.24612 0.67170
H -2.05831 -0.12314 -0.20108
H -1.04550 -0.15888 1.14679
H -0.25769 -1.01859 -1.63163
H 2.18973 -0.66342 -1.04455
H 1.23878 0.75782 -1.17908
H 0.49445 -2.83376 -0.51157
H 1.11825 -2.00388 0.96149
H -1.46360 -3.12941 0.34187
H -0.85579 -2.47353 1.76034
O 2.94110 -0.08396 2.24379
H 2.68494 0.74631 1.82010
H 2.27621 -0.60681 1.86996

DFT (ωB97M-V/def2-TZVPD) results for 9 unconnected molecules or ions with the total composition C65H147N9O11 in a non-equilibrium geometry.

## Properties
SMILES: CC1(C)CCCC(C)(C)N1O.CC1(C)CCCC(C)(C)N1O.CC1(C)CCCC(C)(C)N1O.CC1(C)CCCC(C)(C)N1O.CC1(C)CCCC(C)(C)N1O.COC[C@H](C)N.COC[C@H](C)N.COCCNCCOC.COCCNCCOC
Energy relative to the best compared isomer or geometry (same formula, charge and spin), kcal/mol: 170.09

Positions of all 232 atoms, in Å:
C 1.43330 2.84768 -2.06809
C 0.22863 1.93793 -1.58939
C -0.23419 1.20514 -2.92415
C 0.78635 1.02746 -0.46811
C -0.35828 0.23633 0.22839
C -1.44769 1.21097 0.79085
C -2.03404 2.15185 -0.34648
C -3.00251 1.13052 -1.11163
C -2.83608 3.17316 0.47304
N -0.89655 2.73694 -1.11128
O -1.41676 3.68433 -1.91065
H 2.35934 2.28502 -2.18627
H 1.20027 3.48866 -2.91835
H 1.65312 3.57762 -1.28902
H 0.55344 1.19349 -3.67755
H -0.41619 0.14330 -2.75842
H -1.13388 1.59878 -3.39714
H 1.36048 0.22035 -0.92314
H 1.39226 1.68090 0.15957
H -0.74781 -0.52942 -0.44242
H -0.04042 -0.29830 1.12350
H -0.96457 1.88614 1.49714
H -2.29085 0.63399 1.17067
H -2.68820 0.09369 -1.23117
H -3.04049 1.51812 -2.12968
H -3.99875 1.04555 -0.67759
H -2.23814 3.99843 0.85969
H -3.49533 2.77304 1.24336
H -3.50884 3.75794 -0.15428
H -1.23874 4.47952 -1.40313
C -0.01409 -3.53523 2.67544
C -1.45802 -3.82474 3.06781
C -1.24989 -4.92921 4.08377
C -2.11973 -2.71623 3.91702
C -2.54067 -1.59904 2.94936
C -3.58015 -2.15920 2.02651
C -3.19034 -3.39367 1.23701
C -4.46841 -4.15551 0.80748
C -2.52362 -2.88644 -0.02394
N -2.34517 -4.32481 2.05542
O -1.78952 -5.37062 1.41029
H 0.47948 -2.96959 3.46573
H 0.59643 -4.40900 2.44764
H -0.00590 -2.88532 1.80043
H -2.25251 -5.26120 4.35328
H -0.75934 -5.82420 3.70109
H -0.57420 -4.57713 4.86324
H -2.99271 -3.02305 4.49310
H -1.40129 -2.28372 4.61335
H -2.83541 -0.76158 3.58173
H -1.65356 -1.32389 2.37890
H -3.91470 -1.37467 1.34777
H -4.53432 -2.23178 2.54841
H -5.11261 -4.39925 1.65229
H -4.33206 -5.02327 0.16210
H -5.13414 -3.43608 0.33068
H -1.56361 -2.41697 0.19069
H -3.05607 -2.07073 -0.51304
H -2.20447 -3.70521 -0.66882
H -2.41362 -5.96822 0.99198
C -0.11367 0.89131 4.58766
C 0.31063 1.39191 6.01443
C 0.59865 2.93275 5.97663
C -0.80123 1.27908 7.10973
C -1.03608 -0.10750 7.68732
C 0.25190 -0.42659 8.36457
C 1.45080 -0.56158 7.37207
C 2.75738 -0.55577 8.18408
C 1.33183 -1.90102 6.57072
N 1.52082 0.61363 6.51396
O 2.72568 0.70827 5.77129
H -0.43940 1.78211 4.05057
H 0.73104 0.55394 3.98703
H -0.80379 0.05507 4.69966
H 1.01652 3.46278 6.83252
H 1.29562 3.20488 5.18399
H -0.33691 3.42733 5.71544
H -0.82332 1.98059 7.94370
H -1.76656 1.56182 6.68984
H -1.80874 -0.01818 8.45094
H -1.47536 -0.83033 6.99983
H 0.20994 -1.41809 8.81539
H 0.48367 0.12446 9.27601
H 2.67867 0.27597 8.88416
H 3.70073 -0.39957 7.66082
H 2.85030 -1.39250 8.87643
H 2.07941 -1.86358 5.77837
H 0.40058 -2.05840 6.02657
H 1.50116 -2.84981 7.07986
H 2.57605 0.26587 4.93255
C -5.07891 3.26588 4.16487
C -5.44305 1.74693 4.30833
C -4.93527 1.08959 3.07736
C -4.71312 1.07823 5.55137
C -5.42947 -0.23428 6.11058
C -6.99930 -0.01461 6.26872
C -7.67727 0.52933 5.03614
C -7.92321 -0.53959 3.94104
C -9.02838 1.05402 5.65637
N -6.91375 1.68652 4.57068
O -7.62220 2.48410 3.67863
H -5.52291 3.86378 4.96078
H -4.00504 3.44716 4.21018
H -5.33414 3.50882 3.13339
H -5.35894 0.08578 3.04626
H -5.38472 1.57459 2.21083
H -3.84687 1.13299 3.11730
H -3.73270 0.63174 5.38546
H -4.62804 1.85076 6.31560
H -5.20704 -0.99589 5.36320
H -4.94024 -0.54207 7.03471
H -7.02790 0.56049 7.19421
H -7.50365 -0.93219 6.57169
H -6.98344 -0.99056 3.62236
H -8.37758 -0.20695 3.00776
H -8.61115 -1.28364 4.34259
H -9.50435 0.39013 6.37804
H -9.86825 1.36917 5.03718
H -8.86139 1.92981 6.28343
H -7.72358 3.31148 4.15483
C 4.26172 -0.31872 -4.02235
C 3.71700 -1.32877 -5.06246
C 2.24369 -1.03264 -4.98096
C 4.37778 -0.92897 -6.33356
C 3.95549 -1.90393 -7.47141
C 4.44505 -3.35110 -7.07684
C 4.09101 -3.79348 -5.61928
C 2.67710 -4.46982 -5.69004
C 5.10848 -4.87626 -5.12198
N 4.13346 -2.65315 -4.64028
O 3.77467 -3.05886 -3.38174
H 5.34685 -0.39247 -4.09406
H 4.01661 0.71547 -4.26416
H 3.92166 -0.52879 -3.00828
H 1.85777 -1.14490 -3.96777
H 1.86032 -0.10382 -5.40337
H 1.65698 -1.64923 -5.66191
H 4.09895 0.02243 -6.78653
H 5.45726 -0.94865 -6.48337
H 2.88500 -1.75639 -7.61418
H 4.38924 -1.53422 -8.40053
H 5.53364 -3.40637 -7.08133
H 4.20180 -4.02168 -7.90102
H 2.60820 -5.36212 -6.31227
H 1.94534 -3.71412 -5.97557
H 2.39678 -4.79536 -4.68827
H 6.00527 -4.43091 -4.69123
H 5.49791 -5.24023 -6.07275
H 4.81759 -5.71259 -4.48636
H 4.57099 -2.83385 -2.89508
C 5.53020 2.19369 -0.87449
O 6.31226 2.32447 -2.07064
C 7.62908 2.48751 -1.69416
C 8.49015 2.42686 -3.00306
C 8.70650 1.02206 -3.47333
N 9.83588 3.00436 -2.87218
H 5.23573 1.16087 -1.06070
H 4.68762 2.88356 -0.92186
H 5.94279 2.29324 0.12948
H 7.68952 3.56246 -1.52405
H 8.01991 2.00704 -0.79722
H 8.06733 3.03942 -3.79936
H 9.18710 0.46468 -2.66930
H 9.33296 1.01928 -4.36531
H 7.78367 0.48719 -3.69782
H 10.13255 3.03947 -3.83699
H 9.58596 3.93866 -2.58112
C -7.75310 -0.04689 -0.18486
O -7.08367 1.25667 -0.08481
C -7.33324 2.13769 -1.14177
C -6.16094 3.21082 -1.10956
C -6.07568 4.06329 0.15341
N -6.52418 4.10319 -2.17070
H -8.82441 0.08799 -0.33385
H -7.72097 -0.72731 0.66608
H -7.40865 -0.56776 -1.07826
H -7.51068 1.57660 -2.05926
H -8.29465 2.60954 -0.93893
H -5.23229 2.72530 -1.40951
H -5.60780 3.52293 0.97633
H -7.00095 4.54831 0.46445
H -5.42231 4.91545 -0.03374
H -7.27391 4.75396 -1.98498
H -6.51623 3.70170 -3.09744
C 6.34856 -0.48257 3.03174
O 5.28964 0.48074 2.70292
C 3.99486 -0.02828 2.65918
C 3.81781 -0.97502 1.48110
N 2.45788 -1.34412 1.16270
C 2.26863 -2.19657 0.02381
C 2.71524 -3.67227 0.33612
O 4.17297 -3.94040 0.30450
C 4.43586 -5.31362 0.56443
H 6.51159 -0.45715 4.10918
H 7.30572 -0.30828 2.54025
H 6.08935 -1.51266 2.78713
H 3.24421 0.76102 2.69956
H 3.81395 -0.53812 3.60545
H 4.45245 -1.85368 1.36585
H 4.00750 -0.38609 0.58372
H 1.97194 -0.47838 0.97707
H 2.72872 -1.75378 -0.85956
H 1.23938 -1.99112 -0.27035
H 2.19858 -4.22098 -0.45134
H 2.38546 -3.90738 1.34809
H 4.01343 -5.90721 -0.24632
H 4.00589 -5.74057 1.47049
H 5.50556 -5.51855 0.60717
C 4.74331 3.35846 -6.14977
O 3.60219 3.27005 -7.07796
C 2.37228 3.81503 -6.55329
C 1.13653 3.48659 -7.52477
N 0.98064 2.02939 -7.69838
C 0.08662 1.69658 -8.82803
C 0.21944 0.30498 -9.51132
O 1.41504 -0.05071 -10.15205
C 1.82110 0.81476 -11.18484
H 5.64598 2.88365 -6.53425
H 4.54219 2.68969 -5.31287
H 4.89034 4.34127 -5.70192
H 2.40265 4.88450 -6.34496
H 2.18850 3.44270 -5.54547
H 1.25338 4.04486 -8.45363
H 0.24106 3.93335 -7.09275
H 1.82545 1.55032 -7.97566
H 0.09370 2.44353 -9.62182
H -0.98862 1.59923 -8.67803
H -0.54131 0.39580 -10.28663
H -0.00152 -0.53163 -8.84847
H 2.87581 0.67546 -11.42203
H 1.80473 1.83512 -10.80182
H 1.26120 0.67017 -12.10881

DFT (ωB97M-V/def2-TZVPD) results for a molecular structure, C22H14Cl5N3ORh.

## Properties
Spin multiplicity: 5
Total charge: +1

Positions of all 46 atoms, in Å:
Rh 0.25199 -0.43568 1.43566
Cl 2.60069 -5.65328 -2.62694
C 2.49649 -4.33238 -1.56004
C 1.29879 -4.07918 -0.86614
Cl -0.07551 -5.05818 -1.14894
C 1.23839 -3.04288 0.04146
Cl -0.21221 -2.74408 0.91626
C 2.34319 -2.16588 0.29316
O 2.28349 -1.22128 1.12856
C 3.52629 -2.41778 -0.48184
Cl 4.82569 -1.32938 -0.29194
C 3.59969 -3.48648 -1.36584
Cl 5.03179 -3.74598 -2.26714
N -0.63891 1.17722 0.74126
C -0.97131 1.55942 -0.40944
C -0.62051 0.68182 -1.56914
C -1.58921 0.35342 -2.51294
C -1.30981 -0.59678 -3.48044
C -0.06781 -1.20778 -3.52394
C 0.90979 -0.86278 -2.60474
C 0.63339 0.06652 -1.61564
C -1.72961 2.79292 -0.64664
C -2.63591 3.23792 0.31836
C -3.30291 4.43392 0.14206
C -3.05521 5.21392 -0.97934
C -2.17471 4.76232 -1.95184
C -1.52571 3.55152 -1.79954
H -2.56271 0.81972 -2.47914
H -2.06751 -0.86468 -4.20054
H 0.14829 -1.94138 -4.28334
H 1.88869 -1.31628 -2.65774
H 1.41689 0.37652 -0.92744
H -2.81241 2.62782 1.19136
H -4.02381 4.76242 0.87596
H -3.55321 6.16622 -1.09684
H -2.00491 5.35942 -2.83434
H -0.83491 3.20652 -2.55254
N 0.98299 -0.20668 5.73886
C -0.21371 -0.85428 5.79836
C -0.61571 -1.02848 4.50756
N 0.32539 -0.49098 3.67956
C 1.27679 -0.00168 4.44546
H 1.53429 0.07942 6.53316
H -0.67951 -1.12468 6.72256
H -1.50301 -1.50148 4.13346
H 2.16779 0.48132 4.09116

DFT (ωB97M-V/def2-TZVPD) results for a single C13H11NO2S molecule.

## Properties
SMILES: O=C(O)c1ccc(CSc2ccccn2)cc1
Energy relative to the best compared isomer or geometry (same formula, charge and spin), kcal/mol: 0.00

Positions of all 28 atoms, in Å:
O 4.44871 1.56750 -0.27663
C 4.02756 0.61919 0.33966
O 4.67912 0.12476 1.40659
C 2.78217 -0.10726 0.02065
C 2.34894 -1.19106 0.78190
C 1.17651 -1.83734 0.44912
C 0.42035 -1.42011 -0.64276
C -0.85819 -2.11590 -0.97468
S -2.06139 -1.96646 0.39796
C -2.46782 -0.26094 0.29261
C -3.28633 0.30141 1.27271
C -3.59078 1.64251 1.16417
C -3.07420 2.36996 0.09706
C -2.27700 1.70714 -0.81812
N -1.98083 0.42111 -0.72865
C 0.85510 -0.33776 -1.39954
C 2.02660 0.31373 -1.07195
H 5.48411 0.64248 1.56232
H 2.93326 -1.51540 1.62849
H 0.82983 -2.67048 1.04375
H -0.71464 -3.19078 -1.08913
H -1.32974 -1.69677 -1.86105
H -3.65752 -0.30901 2.08037
H -4.22032 2.11997 1.90078
H -3.28742 3.42064 -0.01700
H -1.84860 2.21812 -1.67050
H 0.26596 -0.00608 -2.24011
H 2.37656 1.15686 -1.64799

DFT (ωB97M-V/def2-TZVPD) results for a single C31H31NO3 molecule.

## Properties
SMILES: COc1ccc(-c2ccc(C(C)=O)cc2)cc1[C@H]1[C@@H]2C=CCC[C@@]2(C)C(=O)N1Cc1ccccc1

Positions of all 66 atoms, in Å:
C -2.40953 -1.39895 3.66090
O -1.36810 -1.32314 2.71884
C -1.32783 -0.27281 1.85365
C -2.23656 0.77968 1.86400
C -2.13489 1.80893 0.94720
C -1.12763 1.81593 -0.01084
C -1.02865 2.89139 -1.00348
C -1.29506 4.21570 -0.65448
C -1.21163 5.22924 -1.58703
C -0.86198 4.94657 -2.90730
C -0.75728 5.97769 -3.96834
C -1.03192 7.40818 -3.56964
O -0.46459 5.68455 -5.10719
C -0.59486 3.62068 -3.25610
C -0.67219 2.61037 -2.32310
C -0.22407 0.75552 -0.01602
C -0.30179 -0.28252 0.89287
C 0.69163 -1.40780 0.81179
C 1.55816 -1.60392 2.06048
C 2.74620 -0.75173 2.34667
C 3.69321 -1.23949 3.13492
C 3.69295 -2.62817 3.71395
C 2.48782 -3.50471 3.32101
C 1.97326 -3.07703 1.95434
C 3.02954 -3.34547 0.87279
C 0.68390 -3.69645 1.42014
O 0.30934 -4.84504 1.50749
N 0.05431 -2.71799 0.72878
C -1.13693 -2.94732 -0.05533
C -1.01541 -2.32229 -1.41752
C 0.02937 -2.68874 -2.25800
C 0.18016 -2.08864 -3.49470
C -0.71923 -1.12041 -3.91035
C -1.76872 -0.75708 -3.08366
C -1.91066 -1.35013 -1.84102
H -2.24932 -2.33419 4.19522
H -2.37388 -0.56509 4.36953
H -3.39105 -1.42514 3.17713
H -3.03734 0.80334 2.58623
H -2.86932 2.60026 0.96333
H -1.55073 4.45329 0.36788
H -1.41957 6.24171 -1.27759
H -0.91364 8.04985 -4.43904
H -0.33641 7.72134 -2.79409
H -2.04665 7.50280 -3.18917
H -0.32760 3.40837 -4.28075
H -0.48029 1.58907 -2.61670
H 0.57240 0.74551 -0.74577
H 1.32029 -1.24066 -0.07609
H 0.87567 -1.52581 2.91591
H 2.78773 0.24802 1.94077
H 4.56040 -0.64393 3.38756
H 3.74408 -2.55072 4.80372
H 4.62095 -3.11560 3.39841
H 2.77637 -4.55638 3.31463
H 1.68659 -3.38816 4.05314
H 3.93199 -2.76848 1.05310
H 2.65437 -3.09222 -0.11637
H 3.27863 -4.40457 0.87736
H -1.24335 -4.03539 -0.12715
H -2.01824 -2.54948 0.46167
H 0.72308 -3.45253 -1.93563
H 0.99806 -2.37833 -4.13821
H -0.60311 -0.65198 -4.87660
H -2.47643 -0.00632 -3.40414
H -2.72402 -1.05318 -1.19406

Number 1: DFT total energy -10470.2735 eV, molar mass 120.2 g/mol. Number 2: DFT total energy -105704.7026 eV, molar mass 1230.9 g/mol. Number 3: DFT total energy -95171.0319 eV, molar mass 616.5 g/mol. Number 4: DFT total energy -30080.6068 eV, molar mass 245.3 g/mol. Number 5: DFT total energy -40283.6624 eV, molar mass 465.6 g/mol.